[1]
Density functional theory data (ωB97M-V/def2-TZVPD) for C13H16CrIN3S2SeSi as an isolated structure at a distorted geometry.

Maximum force, eV/Å: 1.96
E_HOMO (alpha / beta), eV: -4.66 / -4.71
⟨S²⟩: 1.2499
LUMO (alpha / beta), eV: 1.73 / 2.09
Energy above the lowest of the compared OMol25 structures with the same formula, charge and spin, kJ/mol: 11.8
Frontier orbital gap (alpha / beta), hartree: 0.235 / 0.250
Total charge: -1
Multiplicity: 2

Geometry (Å):
C -4.22474 4.01746 -0.69375
H 5.03284 -0.53873 1.94893
H 3.70254 -2.70766 -1.61221
C -3.28358 2.85587 -0.59061
C -2.71523 0.55776 -0.98711
H 3.95760 -3.07460 0.09560
H -4.90845 3.89822 -1.53252
H -4.50235 1.46655 -1.69651
H -3.68431 4.95733 -0.80453
S -1.57185 -2.65109 -0.38415
H 4.97190 1.06654 1.22060
H -0.35860 1.88772 0.81159
Si 3.96453 -0.62089 -0.29199
C -1.28088 1.84254 0.24417
H 5.33471 -2.62173 -0.92549
N -2.94126 -2.98861 4.57016
H 6.21024 -0.09079 0.69535
S -0.95351 -0.92684 2.25314
C -3.18272 -4.12803 1.20663
C 5.17123 0.01290 1.01812
N -3.93385 -5.00206 1.22577
Se 1.95178 -0.52452 0.82442
C -2.28164 -3.03087 1.15499
H 5.08494 0.47939 -2.22291
C -2.52544 -2.68031 3.54130
Cr -0.21427 -0.79997 0.00345
C -2.08131 2.95292 0.10589
C -3.58502 1.61786 -1.14290
H -1.76558 3.88989 0.54579
C -1.99359 -2.30518 2.27573
H -2.92474 -0.40945 -1.42202
H 3.75734 1.48149 -1.60902
C 4.06110 0.45815 -1.83528
C 4.27590 -2.43204 -0.72575
H 3.39951 0.08156 -2.61501
I 0.43227 -0.72358 -2.58253
H -4.81521 4.08528 0.22278
N -1.58034 0.64752 -0.29009

Forces on atoms 1 to 3 (eV/Å):
0.017 -0.006 0.054
0.029 -0.009 0.004
-0.054 0.035 0.013

natural (NBO) charges, unit e, in atom order: C -0.635; H 0.242; H 0.249; C 0.050; C 0.092; H 0.244; H 0.219; H 0.219; H 0.221; S -0.037; H 0.236; H 0.224; Si 1.482; C 0.078; H 0.221; N -0.337; H 0.223; S -0.093; C 0.281; C -1.117; N -0.347; Se -0.518; C -0.328; H 0.220; C 0.281; Cr 0.466; C -0.251; C -0.251; H 0.218; C -0.283; H 0.237; H 0.235; C -1.131; C -1.125; H 0.263; I -0.506; H 0.230; N -0.472

[2]
Density functional theory data (ωB97M-V/def2-TZVPD) for a 7-piece molecular cluster, H14O7 overall at a distorted geometry.

Maximum force, eV/Å: 1.92
E_HOMO (alpha / beta), eV: -14.67 / -14.66
⟨S²⟩: 0.7575
LUMO (alpha / beta), eV: -4.04 / -11.69
Energy above the lowest of the compared OMol25 structures with the same formula, charge and spin, kJ/mol: 140.0
Frontier orbital gap (alpha / beta), hartree: 0.391 / 0.109
Total charge: +1
Multiplicity: 2

Geometry (Å):
H -1.51627 0.30985 -1.29467
H 2.71650 -0.98086 1.11314
O 0.48714 -2.38931 -0.94440
H 1.69467 0.85789 -1.48166
H -0.09888 -2.44525 -0.16525
H -1.06397 0.37044 -2.65226
H 1.41591 -1.56302 0.27957
H 0.23951 -0.57175 1.73828
O -1.08771 -0.29102 -1.93777
H -1.82116 0.40759 1.01028
H -0.55326 2.52610 0.97977
O -0.61183 -0.35811 2.22163
H -0.59846 -0.86463 3.06542
H -3.18627 1.07095 1.26589
O 1.73371 -0.94530 1.01374
O 0.38307 2.23953 1.04920
H 1.81114 1.48236 -2.90225
O 2.03509 0.71433 -2.36651
O -2.60753 0.74478 0.56992
H 0.34447 1.27208 0.94492
H 0.28412 -1.58663 -1.50700

Forces on atoms 1 to 3 (eV/Å):
-0.135 -0.930 0.098
-1.265 -0.095 -0.197
0.450 0.921 0.404

natural (NBO) charges, unit e, in atom order: H 0.470; H 0.530; O -0.945; H 0.454; H 0.467; H 0.488; H 0.520; H 0.519; O -0.947; H 0.478; H 0.504; O -0.770; H 0.531; H 0.502; O -1.034; O -0.509; H 0.478; O -0.929; O -0.824; H 0.491; H 0.526

[3]
Density functional theory data (ωB97M-V/def2-TZVPD) for C5H13N2 as an isolated structure at a distorted geometry.

Maximum force, eV/Å: 6.87
E_HOMO, eV: -14.88
LUMO, eV: -8.04
Energy above the lowest of the compared OMol25 structures with the same formula, charge and spin, kJ/mol: 877.3
Frontier orbital gap, hartree: 0.251
Total charge: +1

Geometry (Å):
H -1.47081 -0.56817 2.66153
H 0.07230 1.40607 0.47087
H -0.07168 -0.49307 -1.86785
H -1.66661 2.44881 -1.32505
H 2.34728 -0.40250 1.47344
H 0.39137 -1.46104 0.48688
C 0.47499 -0.08199 -1.01835
N -1.18177 -0.80779 1.69818
H 1.25246 -2.12025 -0.85783
C -0.52288 0.93554 -0.32962
H 3.10193 -1.69543 0.61434
H 1.19654 0.63939 -1.43857
C 1.13208 -1.22254 -0.26098
H -2.16676 0.96062 1.37113
H -1.51395 0.82117 -1.23385
C 2.39223 -0.88389 0.49016
C -1.60651 0.14858 0.89438
H 3.00199 -0.15275 -0.06596
H -2.30905 -0.41513 0.21911
N -0.90356 1.77543 -1.41338

Forces on atoms 1 to 3 (eV/Å):
0.976 0.091 0.107
-0.791 0.303 0.359
0.036 0.058 -0.209

natural (NBO) charges, unit e, in atom order: H 0.374; H 0.254; H 0.227; H 0.399; H 0.212; H 0.228; C -0.405; N -0.211; H 0.246; C -0.007; H 0.243; H 0.266; C -0.438; H 0.221; H 0.410; C -0.632; C -0.322; H 0.212; H 0.354; N -0.630

Q: What is the formula in the third record?
A: C5H13N2

Q: Which of these has the lowest maximum force?
A: H14O7

Q: Which formula does entry 3 have?
A: C5H13N2

Q: The lowest maximum force belongs to which entry?
A: H14O7